1.
Computed, not measured: a single C4H10O2 molecule, with ωB97M-V/def2-TZVPD.

## Properties
**Charge**: 0
**HOMO**: -10.10 eV
**LUMO**: 0.037 Eh
**SMILES**: COC[C@@H](C)O
**Calculated total energy**: -308.859441 Eh
**Multiplicity**: 1
**Energy relative to the best compared isomer or geometry (same formula, charge and spin)**: 1.0536 eV
**Gap between HOMO and LUMO**: 11.1 eV

```
16
Properties=species:S:1:pos:R:3:forces:R:3
C 2.368 -0.780 -0.498 0.22 -0.13 -0.13
O 1.395 -0.129 0.282 0.01 0.07 0.04
C 0.274 0.309 -0.460 -0.17 0.03 -0.12
C -0.888 0.479 0.523 -0.05 0.21 -0.25
C -2.235 0.526 -0.185 -0.03 0.04 -0.03
O -0.912 -0.626 1.401 0.18 -0.13 0.11
H 1.913 -1.548 -1.141 0.06 0.11 0.12
H 2.920 -0.073 -1.134 -0.09 -0.07 0.08
H 3.067 -1.263 0.190 -0.07 0.10 -0.11
H 0.008 -0.452 -1.210 0.02 0.05 0.13
H 0.496 1.251 -0.987 -0.07 -0.12 0.07
H -0.735 1.412 1.092 -0.01 -0.19 -0.03
H -3.008 0.237 0.532 0.07 0.12 -0.08
H -2.270 -0.187 -1.016 0.01 0.07 0.14
H -2.471 1.523 -0.568 0.09 -0.10 0.02
H 0.018 -0.815 1.596 -0.17 -0.07 0.04
```
Forces are in eV/Å.

2.
Computed, not measured: a molecular structure, C10H2ClF5OPtS4, with ωB97M-V/def2-TZVPD.

## Properties
**Charge**: -2
**HOMO (alpha / beta)**: -0.78 / -1.59 eV
**⟨S²⟩**: 2.017
**LUMO (alpha / beta)**: 0.169 / 0.162 Eh
**Calculated total energy**: -3129.039085 Eh
**Multiplicity**: 3
**Energy relative to the best compared isomer or geometry (same formula, charge and spin)**: 1.8872 eV
**Gap between HOMO and LUMO (alpha / beta)**: 5.4 / 6.0 eV

```
24
Properties=species:S:1:pos:R:3:forces:R:3
Pt -1.171 1.690 -1.312 0.18 -0.30 0.25
O 1.912 -3.018 2.290 -0.09 0.06 0.02
C 1.344 -2.065 1.750 0.36 -0.10 -0.24
S 0.063 -2.539 -1.126 -0.03 0.20 0.11
C -0.641 -0.918 -0.731 0.25 -0.75 -0.05
C -0.096 0.470 0.928 0.14 0.10 0.44
S -1.107 1.982 1.016 -0.13 -0.07 -0.56
S 1.192 0.606 2.190 0.01 -0.06 -0.20
S -1.939 -0.416 -1.892 0.26 0.64 0.30
F 2.168 0.456 -2.064 0.04 -0.02 -0.05
C 1.695 0.153 -0.833 -0.06 0.16 0.01
C 0.279 0.360 -0.568 -0.30 -0.32 0.01
C -0.827 -0.896 0.822 -0.08 0.27 -0.18
F -2.095 -0.942 1.341 -0.04 -0.06 0.07
C -0.008 -2.056 1.345 -0.25 -0.16 -0.03
F -0.754 -3.100 1.770 0.08 0.09 -0.03
C 2.169 -0.777 1.463 -0.29 0.16 0.29
F 3.343 -0.861 2.178 0.00 0.03 -0.02
C 2.520 -0.409 0.043 0.08 -0.01 -0.15
F 3.813 -0.638 -0.290 0.03 -0.06 0.01
Cl -2.915 4.453 -1.161 -0.10 0.35 0.11
C -2.716 2.873 -2.048 -0.10 -0.15 -0.20
H -2.522 3.173 -3.083 -0.01 0.02 0.01
H -3.708 2.420 -2.028 0.03 -0.02 0.09
```
Forces are in eV/Å.

3.
Computed, not measured: a molecular structure, C7H4Br2F6 in a non-equilibrium geometry, with ωB97M-V/def2-TZVPD.

## Properties
**Charge**: 0
**HOMO (alpha / beta)**: -8.80 / -8.73 eV
**LUMO (alpha / beta)**: -0.046 / -0.052 Eh
**Calculated total energy**: -6016.227701 Eh
**Multiplicity**: 1
**Energy relative to the best compared isomer or geometry (same formula, charge and spin)**: 0.0000 eV
**Gap between HOMO and LUMO (alpha / beta)**: 7.6 / 7.3 eV

```
19
Properties=species:S:1:pos:R:3:forces:R:3
C -0.363 1.010 0.928 1.52 0.12 -0.78
C -1.458 0.275 0.770 0.37 0.77 -1.59
C -0.648 -1.501 -1.049 -2.47 1.46 -0.93
C 0.649 1.105 -0.053 0.28 -0.72 0.62
C -1.804 -0.499 -0.420 1.26 -0.49 -2.68
C 0.489 -1.475 -0.151 0.23 -0.47 0.19
C 2.005 1.611 0.429 1.22 1.13 -0.79
F 0.381 1.267 -1.344 0.35 0.01 0.07
F -2.285 0.283 -1.468 0.36 -0.19 0.53
F -2.783 -1.366 -0.154 -1.47 -0.26 0.87
F 2.995 1.445 -0.475 -0.66 -0.66 0.39
F 1.988 2.995 0.577 -0.40 -1.40 0.63
F 2.400 1.026 1.602 -0.76 0.85 -1.26
Br 2.120 -1.989 -0.821 0.95 -0.27 -0.37
Br 0.124 -2.044 1.608 0.20 -0.28 0.14
H 0.055 1.324 1.866 -0.74 0.13 0.68
H -2.100 0.137 1.533 -2.06 -0.38 2.59
H -1.367 -2.341 -1.285 1.42 -0.14 1.18
H -0.398 -1.261 -2.093 0.37 0.77 0.51
```
Forces are in eV/Å.

4.
Computed, not measured: 8 unconnected molecules or ions with the total composition C4H20O8 in a non-equilibrium geometry, with ωB97M-V/def2-TZVPD.

## Properties
**Charge**: 0
**HOMO**: -8.42 eV
**LUMO**: 0.010 Eh
**SMILES**: C=C/C=C/O.O.O.O.O.O.O.O
**Calculated total energy**: -766.280439 Eh
**Multiplicity**: 1
**Energy relative to the best compared isomer or geometry (same formula, charge and spin)**: 1.3496 eV
**Gap between HOMO and LUMO**: 8.7 eV

```
32
Properties=species:S:1:pos:R:3:forces:R:3
C -1.281 0.871 3.142 0.55 -0.23 -0.32
C -0.578 1.222 2.069 0.37 -0.13 -0.44
C -1.095 1.196 0.691 0.31 -0.14 0.51
C -0.730 1.942 -0.348 -1.57 -0.37 0.28
O -1.456 1.696 -1.504 0.19 -0.10 0.65
H -0.730 0.610 4.036 -0.33 0.45 0.31
H -2.347 0.708 3.089 -0.04 -0.25 0.06
H 0.489 1.406 2.169 -0.04 0.05 0.25
H -1.790 0.375 0.522 -0.33 0.37 -0.17
H -0.039 2.765 -0.367 0.15 0.02 0.04
H -1.409 2.437 -2.095 0.37 0.42 -0.55
O -0.949 -0.814 -2.389 -0.72 -0.21 0.22
H -0.057 -0.621 -2.671 0.32 0.12 0.09
H -1.238 -0.024 -1.889 0.25 0.06 -0.60
O 3.197 0.569 -1.397 0.05 0.38 0.05
H 3.122 0.307 -0.453 0.30 -0.08 -0.35
H 3.512 -0.191 -1.886 0.00 -0.17 0.05
O 1.227 2.326 -2.216 0.16 0.16 -0.28
H 1.578 2.914 -2.887 0.07 0.09 -0.10
H 1.980 1.757 -1.970 0.01 -0.18 0.06
O 1.340 -1.942 -0.510 0.02 0.35 0.44
H 1.356 -2.716 -1.071 -0.02 -0.16 -0.05
H 0.453 -1.925 -0.099 0.00 -0.26 -0.48
O -2.545 -2.060 2.389 -0.12 0.22 0.48
H -1.705 -1.924 1.942 -0.09 -0.05 -0.19
H -2.703 -3.004 2.353 0.00 -0.11 -0.07
O 2.586 -0.135 1.171 0.18 -0.05 -0.23
H 2.096 0.689 1.117 -0.27 0.04 0.16
H 2.105 -0.770 0.604 0.00 -0.07 0.27
O -1.392 -2.396 -0.165 0.01 -0.17 0.05
H -1.574 -1.935 -1.003 0.35 0.00 -0.11
H -1.424 -3.334 -0.376 -0.10 0.01 0.00
```
Forces are in eV/Å.